(1)
15
Properties=species:S:1:pos:R:3:forces:R:3:lowdin_charge:R:1 method="wB97M-V/def2-TZVPD" relative_energy_ev=1.783 multiplicity=1 smiles=N#C[C@@H](N)CCO
N -1.95346 -0.27055 -0.33987 -0.207 -0.140 0.038 0.040
C -0.75290 -0.38611 0.49446 0.087 0.062 0.094 -0.368
C 0.45700 -0.88068 -0.33539 0.022 0.053 0.099 -0.134
C 1.44152 0.23099 -0.71103 -0.085 -0.190 -0.242 -0.267
O 2.01389 0.82719 0.43837 0.223 0.103 -0.099 -0.081
C -0.55292 0.97166 1.03508 -0.290 0.989 0.360 -0.193
N -0.53448 2.07322 1.38588 -0.002 -0.940 -0.195 0.177
H -2.35021 -1.19300 -0.48347 0.021 0.033 -0.084 0.080
H -2.65602 0.28465 0.14107 0.031 -0.099 -0.115 0.079
H -0.89049 -1.04212 1.36862 0.011 0.096 -0.176 0.143
H 0.06462 -1.33772 -1.25376 0.066 0.046 0.221 0.117
H 0.99038 -1.64943 0.23445 -0.033 0.153 -0.101 0.116
H 0.94893 0.96493 -1.36568 0.058 -0.027 0.223 0.128
H 2.25964 -0.21149 -1.28897 -0.096 0.066 0.065 0.116
H 1.51450 1.61844 0.68022 0.192 -0.206 -0.089 0.049

(2)
38
Properties=species:S:1:pos:R:3:forces:R:3:lowdin_charge:R:1 method="wB97M-V/def2-TZVPD" total_charge=-2 multiplicity=1
C -0.96141 2.22937 0.10513 -0.054 -0.376 -1.107 -0.199
C -2.06349 1.32736 -0.00499 0.518 -0.117 -0.423 -0.266
C -1.99322 0.69994 -1.29737 0.409 0.222 0.323 -0.278
H -2.86951 1.20689 0.71867 0.214 -0.064 -0.138 0.055
C -0.85035 1.22151 -1.97819 -0.264 0.494 0.841 -0.230
C -0.21670 2.15924 -1.11308 -1.189 0.001 0.107 -0.212
H 0.64425 2.76899 -1.36015 -0.168 -0.250 0.127 0.055
H -0.76982 2.93019 0.91611 0.021 -0.324 -0.058 0.059
H -2.72834 0.01694 -1.72371 0.191 0.096 0.195 0.061
H -0.57244 1.02284 -3.01234 0.020 -0.120 0.246 0.061
Pb -0.16853 -1.43163 0.41113 -0.844 0.483 -0.602 1.082
Cl 1.35938 -0.63445 2.23064 0.309 -0.005 0.648 -0.317
C -1.52531 -4.78079 0.80872 -0.426 0.223 -0.366 -0.264
C -1.75131 -4.87352 -0.59888 -0.537 0.234 0.421 -0.231
C -3.07298 -4.40668 -0.86597 0.374 -0.142 0.769 -0.217
H -1.05024 -5.26891 -1.33408 -0.135 0.200 0.186 0.058
C -3.66656 -4.02754 0.37647 0.701 -0.355 -0.050 -0.223
C -2.71180 -4.26130 1.41141 -0.052 -0.005 -0.678 -0.243
H -2.87694 -4.11234 2.47879 0.068 0.020 -0.248 0.049
H -0.62692 -5.10567 1.33552 -0.205 0.102 -0.131 0.055
H -3.55893 -4.37861 -1.84144 0.153 0.066 0.218 0.049
H -4.68462 -3.66176 0.51390 0.278 -0.010 -0.032 0.048
O 2.59766 1.80251 -0.87687 1.476 -1.392 -0.603 0.016
C 2.78812 0.65596 -1.30147 -1.767 0.594 1.053 -0.516
N 1.91568 -0.36661 -1.01299 -0.119 -1.327 -1.418 -0.222
S 1.75670 -1.60638 -2.09706 -0.649 0.362 1.843 0.849
O 3.32596 -2.04695 -2.40462 1.523 0.102 0.050 -0.263
O 1.25171 -2.75153 -1.25121 0.518 1.251 -0.905 -0.624
C 4.29417 -1.04895 -2.43603 -0.600 -1.014 -0.569 -0.256
C 5.53876 -1.42095 -2.95991 0.372 -0.421 -0.237 -0.025
C 6.50627 -0.44891 -3.22256 -0.504 -0.166 0.368 -0.102
C 6.26190 0.84581 -2.75972 0.499 0.619 -0.473 -0.117
C 5.08072 1.16078 -2.11465 -0.517 -0.233 -0.018 -0.024
C 4.02031 0.24816 -2.04495 1.114 0.731 0.491 -0.092
H 5.74088 -2.49029 -3.15179 -0.341 0.739 -0.107 0.119
H 7.42522 -0.70003 -3.76700 -0.368 0.071 0.393 0.096
H 6.97125 1.65572 -2.96728 -0.064 -0.420 0.275 0.093
H 4.90603 2.10285 -1.60502 0.045 0.134 -0.391 0.115

(3)
86
Properties=species:S:1:pos:R:3:forces:R:3:lowdin_charge:R:1 method="wB97M-V/def2-TZVPD" relative_energy_ev=0.083 total_charge=-2 multiplicity=1
Cs 1.23605 0.70472 -0.48017 0.067 0.043 -0.155 0.718
C 3.73631 3.60967 -0.84219 -0.013 -0.006 0.027 -0.105
C 2.79524 4.52452 -1.34441 0.000 0.004 -0.004 -0.191
N 1.84274 4.77816 -0.45770 0.005 -0.026 0.002 0.065
N 2.13889 4.03189 0.62390 -0.037 0.023 0.046 -0.062
C 3.27505 3.32961 0.42746 0.004 -0.030 0.015 -0.170
B 1.21670 4.11262 1.86877 0.003 -0.068 -0.050 -0.555
N 1.60784 2.99304 2.86911 -0.061 -0.006 -0.008 -0.052
C 1.83125 3.15403 4.18662 0.097 -0.002 -0.008 -0.109
C 2.08159 1.91560 4.73995 -0.073 -0.011 0.007 -0.089
C 1.96719 1.03579 3.65065 0.082 0.033 0.002 -0.180
N 1.68456 1.69019 2.53334 -0.069 -0.006 0.016 0.009
N -0.24962 3.98447 1.41591 0.014 0.013 0.089 -0.057
C -1.25280 4.84357 1.67432 -0.005 0.012 -0.046 -0.109
C -2.38956 4.38266 1.04429 -0.001 -0.003 0.014 -0.080
C -1.96598 3.20352 0.40827 -0.012 -0.038 0.031 -0.181
N -0.68166 2.97011 0.64457 -0.003 0.022 -0.090 0.001
H 4.59581 3.18577 -1.33303 0.006 0.000 0.003 0.077
H 2.76444 5.00105 -2.31297 -0.002 0.003 0.007 0.086
H 3.65212 2.65232 1.17595 -0.005 0.007 0.001 0.108
H 1.33360 5.16591 2.45465 -0.002 0.015 0.000 0.106
H 1.80148 4.13670 4.62713 0.006 0.003 -0.008 0.105
H 2.30981 1.68457 5.76663 -0.014 -0.002 0.002 0.074
H 2.09607 -0.03594 3.62568 -0.001 -0.003 -0.002 0.093
H -1.07674 5.72384 2.27023 0.007 0.002 -0.003 0.104
H -3.36903 4.82975 1.03186 0.000 -0.003 0.001 0.078
H -2.53937 2.52108 -0.20403 -0.002 0.001 0.004 0.070
S 2.83839 -4.44402 -0.05227 -0.013 0.035 0.008 1.058
C 1.22805 -4.56691 -0.67118 -0.005 -0.036 -0.023 -0.495
C 0.30576 -5.60222 -0.55379 0.022 -0.010 -0.033 -0.109
C -0.92104 -5.46321 -1.17899 -0.011 -0.004 0.004 -0.116
C -1.22792 -4.30500 -1.90098 0.006 0.013 0.009 -0.108
C -0.32154 -3.26588 -2.00202 0.023 0.007 0.010 -0.027
C 0.92516 -3.39890 -1.38686 0.006 0.025 0.023 -0.326
N 1.93101 -2.44852 -1.42748 -0.026 0.051 -0.031 0.078
C 2.99230 -2.83657 -0.80318 0.023 -0.019 0.071 -0.516
C 4.25190 -2.08237 -0.63667 -0.011 0.040 -0.025 -0.318
C 5.42832 -2.82879 -0.46406 -0.009 -0.005 -0.004 -0.118
C 6.63594 -2.18113 -0.28091 -0.015 -0.012 0.005 -0.139
C 6.64459 -0.78815 -0.26578 0.000 0.007 -0.014 -0.137
C 5.46164 -0.08138 -0.44394 0.005 0.008 0.005 -0.182
C 4.19426 -0.66929 -0.64310 0.008 -0.092 0.036 -0.143
H 0.54564 -6.49893 0.00400 -0.006 0.003 0.008 0.098
H -1.65268 -6.25861 -1.10493 -0.002 0.004 0.007 0.094
H -2.19686 -4.21613 -2.37576 -0.008 0.000 0.001 0.097
H -0.55011 -2.34832 -2.53151 -0.021 -0.014 0.012 0.083
H 5.40508 -3.91535 -0.49524 0.021 -0.001 0.004 0.066
H 7.55247 -2.74688 -0.15640 -0.001 -0.001 0.000 0.080
H 7.58277 -0.25911 -0.11624 -0.001 0.001 0.002 0.080
H 5.53422 1.00674 -0.42080 0.010 0.001 0.004 0.052
N -4.15170 1.10583 -1.80528 0.007 0.035 -0.048 0.099
C -5.25624 1.47620 -1.87928 -0.022 -0.011 0.042 -0.386
N -6.45001 1.98764 -1.90021 0.009 -0.019 -0.014 0.020
C -7.46462 1.28259 -2.35554 0.002 0.010 0.002 -0.473
N -8.42327 0.74723 -2.73753 0.000 0.001 0.001 0.033
I 0.16082 1.90285 -6.85473 -0.008 -0.009 0.018 0.793
C -0.53530 1.15913 -5.06123 0.009 0.000 -0.048 -0.786
C -1.73158 1.45959 -4.44649 0.020 0.000 0.028 -0.159
N -1.75627 0.75058 -3.30945 -0.010 0.018 -0.013 -0.008
N -0.65741 0.00624 -3.14334 -0.021 0.014 -0.009 -0.016
C 0.09975 0.24476 -4.20568 -0.024 0.011 0.029 -0.229
H -2.54018 2.11278 -4.72549 0.001 0.004 0.003 0.117
H -2.52248 0.76358 -2.62001 0.009 -0.022 0.020 0.057
H 1.06079 -0.23452 -4.30806 0.000 -0.002 -0.007 0.106
C -2.26162 0.47518 2.84636 -0.008 -0.016 -0.009 -0.176
C -3.13342 -0.11465 1.74199 -0.008 0.072 -0.019 -0.448
As -2.09300 -1.01548 0.33453 -0.095 -0.056 -0.015 1.175
C -3.61844 -1.96365 -0.49619 0.029 -0.008 0.037 -0.448
C -4.18721 -3.14594 0.27739 -0.008 0.013 -0.022 -0.180
C -1.33516 -2.47895 1.42997 0.036 -0.002 -0.027 -0.436
C 0.07984 -2.14445 1.89232 0.046 0.025 0.031 -0.186
H -2.85615 1.09092 3.52576 0.006 -0.006 0.012 0.066
H -1.47393 1.11049 2.43569 0.011 0.005 0.003 0.043
H -1.78689 -0.30931 3.44131 0.000 0.010 -0.007 0.054
H -3.68481 0.67454 1.22506 0.002 -0.007 0.013 0.045
H -3.86670 -0.81567 2.15044 0.000 -0.005 0.009 0.054
H -3.30437 -2.27236 -1.49419 0.017 -0.003 -0.006 0.036
H -4.37146 -1.18903 -0.64283 0.007 0.016 -0.005 0.031
H -3.47227 -3.96846 0.34192 0.003 0.003 -0.002 0.047
H -5.09005 -3.52697 -0.20844 0.001 -0.009 0.008 0.064
H -4.46029 -2.86529 1.29697 -0.002 -0.002 0.006 0.054
H -1.31217 -3.37411 0.80510 -0.005 -0.015 0.005 0.035
H -1.99472 -2.68272 2.27786 -0.008 0.005 0.003 0.065
H 0.75069 -2.04909 1.03572 0.022 -0.011 0.012 0.022
H 0.49001 -2.92830 2.53500 0.004 0.002 0.002 0.072
H 0.12046 -1.20151 2.44389 -0.007 -0.019 -0.002 0.038

Number 1: highest occupied orbital energy -10.18 eV. Number 2: highest occupied orbital energy -0.83 eV. Number 3: highest occupied orbital energy -2.32 eV.